85
Properties=species:S:1:pos:R:3:forces:R:3:mulliken_charge:R:1 method="wB97M-V/def2-TZVPD" max_force_ev_per_a=1.16 homo_ev=-10.97 e_tot_ha=-1701.27112 charge=+1 mol_weight_g_mol=500.669
O 0.906185 -1.716958 -3.158933 -0.4 0.0 0.0 -0.4951
C 0.055166 -0.709935 -3.721711 0.4 -0.9 0.6 -0.5459
C -1.168070 -0.493287 -2.829895 -0.2 0.2 -0.8 -0.2027
C -2.409098 -0.055841 -3.607542 0.5 0.4 0.4 -0.1936
N -3.426869 -1.131214 -3.660558 -0.1 0.4 0.6 -0.0043
F -3.005731 -2.235745 -4.353559 -0.1 0.0 -0.1 -0.1207
H 0.381351 -2.529076 -3.107145 0.3 0.1 -0.1 0.3138
H 0.645946 0.194514 -3.739110 0.1 0.2 -0.2 0.3229
H -0.209102 -0.998572 -4.733421 -0.2 0.1 -0.2 0.2874
H -0.938273 0.296248 -2.126878 0.0 -0.1 0.5 -0.2226
H -1.395783 -1.415418 -2.298570 0.1 -0.1 0.3 0.5078
H -2.895743 0.733823 -3.042855 -0.4 0.2 -0.1 0.3779
H -2.197082 0.319502 -4.602496 -0.1 -0.1 -0.3 0.3052
H -3.604906 -1.443699 -2.698404 0.0 -0.3 -0.1 0.3851
H -4.319711 -0.811292 -4.051496 0.1 -0.2 -0.4 0.3861
C 3.288853 -4.660484 0.764797 -0.1 0.0 0.2 -1.3222
C 2.847908 -3.217740 0.776161 0.0 -0.1 -0.1 0.9475
O 2.458161 -2.683413 1.790354 0.1 -0.1 0.1 -0.4902
C 2.911597 -2.466861 -0.530322 0.0 0.2 0.3 -0.9282
H 3.192793 -5.079611 1.763246 0.0 0.0 0.0 0.3254
H 2.670753 -5.235498 0.073545 0.1 0.0 -0.1 0.3596
H 4.329642 -4.730337 0.445526 0.0 0.0 -0.1 0.3411
H 2.276987 -2.947148 -1.274219 0.1 0.0 -0.1 0.2703
H 3.937631 -2.445204 -0.901027 0.0 -0.1 -0.1 0.4025
H 2.564502 -1.446390 -0.381986 0.0 0.0 -0.1 0.1105
C -3.441435 4.619545 -1.592353 0.0 -0.2 0.0 -1.2082
C -2.650504 4.054365 -2.740787 0.0 0.1 0.0 0.8078
O -2.663469 2.867122 -2.998037 0.0 -0.1 0.0 -0.5469
C -1.837380 5.019794 -3.557959 0.0 -0.2 -0.1 -1.0929
H -3.979250 3.821632 -1.085821 0.0 0.0 0.0 0.2825
H -2.770290 5.105310 -0.883114 0.0 0.1 0.0 0.3480
H -4.156163 5.356761 -1.960114 0.1 0.1 0.0 0.3935
H -1.106217 5.520031 -2.921827 -0.1 0.1 0.0 0.3448
H -2.489960 5.772542 -4.002126 0.0 0.1 0.1 0.3587
H -1.316961 4.484264 -4.348319 0.0 0.0 0.0 0.2364
C -1.109075 1.067110 1.128208 0.0 0.0 -0.2 -0.7113
C 0.308605 0.655934 0.831310 -0.1 0.0 0.1 0.7439
O 0.799574 0.823242 -0.264398 0.0 0.0 -0.2 -0.6238
C 1.066224 0.006791 1.958058 0.2 0.2 -0.2 -0.4760
H -1.555375 1.522465 0.244989 0.0 0.0 0.0 0.0884
H -1.698935 0.194478 1.416233 0.0 0.1 0.2 0.0709
H -1.125083 1.788868 1.946299 -0.1 -0.1 0.1 0.4367
H 0.551609 -0.902170 2.273015 0.0 0.1 0.1 0.3653
H 1.136887 0.692818 2.804551 -0.1 0.0 0.0 0.2842
H 2.067500 -0.257904 1.627608 -0.1 0.0 0.1 -0.1622
C -2.897080 -2.595430 3.992460 0.1 0.0 -0.3 -0.9441
C -3.557378 -1.302573 3.599532 0.0 0.0 0.1 0.9239
O -3.544191 -0.901884 2.453156 0.0 0.0 -0.1 -0.6180
C -4.225463 -0.523775 4.700237 0.0 0.2 -0.2 -1.0750
H -2.458765 -3.066789 3.114750 0.0 0.0 0.0 0.2869
H -2.112119 -2.394588 4.722950 -0.1 0.0 0.2 0.1381
H -3.632906 -3.270980 4.430690 0.1 0.0 0.2 0.4004
H -3.491965 -0.274058 5.468544 0.0 -0.1 0.1 0.2141
H -5.014598 -1.124216 5.154714 0.1 0.0 0.1 0.3764
H -4.657825 0.388403 4.294405 0.0 0.0 0.0 0.3104
C 5.080377 -0.992951 3.534047 0.0 0.0 0.1 -0.6957
C 4.840543 0.475480 3.788393 0.0 -0.1 0.0 0.8606
O 4.384840 0.868833 4.836642 -0.1 0.0 0.0 -0.5708
C 5.186154 1.430010 2.671203 -0.1 0.1 0.1 -1.1183
H 4.791526 -1.565514 4.411780 0.0 0.0 0.0 0.2685
H 4.488302 -1.328100 2.679804 0.1 0.0 0.0 -0.0818
H 6.136655 -1.168920 3.324580 0.0 0.0 -0.1 0.3953
H 4.600521 1.192825 1.780850 0.1 -0.1 -0.1 0.2501
H 6.246709 1.353107 2.427390 0.0 -0.1 -0.1 0.3737
H 4.965637 2.448080 2.982584 0.0 0.0 0.0 0.3050
C -0.611442 1.853737 -8.459401 -0.1 0.0 0.2 -1.1935
C -0.065240 0.916344 -7.415424 0.1 0.0 -0.1 0.8063
O -0.549978 0.851190 -6.304447 -0.2 0.0 0.0 -0.4714
C 1.113744 0.064992 -7.808130 -0.1 -0.1 0.2 -1.0928
H -1.452988 2.408005 -8.051036 0.0 0.0 0.0 0.2908
H 0.162769 2.555942 -8.770806 0.0 -0.1 -0.1 0.3507
H -0.942690 1.288400 -9.331520 0.1 0.0 -0.1 0.3417
H 1.952309 0.700259 -8.095413 0.0 0.0 -0.1 0.3554
H 0.849161 -0.569804 -8.654868 0.1 0.1 -0.1 0.3494
H 1.413159 -0.561178 -6.970676 0.0 0.0 0.0 0.2247
C 0.687950 -0.752978 7.771691 -0.1 -0.1 0.1 -1.2816
C -0.330804 -0.568820 6.678224 0.0 0.0 0.1 0.7691
O -1.369345 -1.192701 6.666807 0.0 0.0 -0.1 -0.5515
C 0.004220 0.428104 5.595876 -0.2 -0.1 -0.1 -0.5807
H 0.329550 -1.493126 8.482449 0.0 0.0 0.0 0.3314
H 1.634441 -1.090157 7.346559 0.1 0.1 0.0 0.3239
H 0.854015 0.192279 8.290216 0.1 0.0 -0.1 0.3483
H 0.927040 0.133927 5.093247 0.1 0.1 0.1 0.1027
H 0.143208 1.418830 6.030617 0.1 0.0 0.0 0.4241
H -0.805458 0.466433 4.868411 0.0 0.0 0.0 0.0954



19
Properties=species:S:1:pos:R:3:forces:R:3:mulliken_charge:R:1 method="wB97M-V/def2-TZVPD" e_above_lowest_ev=3.420 max_force_ev_per_a=1.93 homo_ev=-8.84 e_tot_ha=-377.53495 mol_weight_g_mol=108.145
C -0.777148 1.897614 -0.188106 0.1 -0.5 1.0 -0.2966
N 0.035714 0.140884 1.675267 0.5 -0.9 0.9 -0.2800
N -0.050942 0.521781 2.834868 -0.1 0.4 0.6 -0.3922
O -0.865223 1.279617 -1.421413 0.0 -0.2 -0.7 -0.5558
H -0.066446 0.702716 -1.525763 -0.1 0.2 0.1 0.4261
H -0.619363 1.113275 0.642868 -0.5 1.3 -1.3 0.0480
H -0.890944 0.360272 3.428749 0.3 0.0 -0.3 0.2249
H 0.679673 1.097748 3.304191 -0.2 -0.3 -0.2 0.2128
H 0.055154 2.610542 -0.124595 0.0 0.0 0.1 0.2503
H -1.720817 2.401370 0.023003 0.0 0.1 0.0 0.3121
C 0.594854 -1.795150 -1.244930 0.1 -0.3 -0.1 -0.5500
N 1.219840 -0.468506 -1.107774 0.2 -0.1 0.0 -0.5378
N -0.733361 -1.833291 -0.699447 -0.2 -0.1 0.0 -0.6673
H 2.151430 -0.460586 -1.509603 0.0 0.0 0.0 0.2079
H -1.325618 -1.166901 -1.184978 0.0 0.0 0.1 0.3095
H 1.287789 -0.245273 -0.115139 0.1 0.0 -0.1 0.2347
H -0.704658 -1.545682 0.272772 -0.1 0.0 0.0 0.3407
H 0.544280 -2.030566 -2.314208 0.1 0.0 0.2 0.3581
H 1.185788 -2.579864 -0.745762 -0.1 0.1 -0.2 0.3545



18
Properties=species:S:1:pos:R:3:forces:R:3:mulliken_spin:R:1 method="wB97M-V/def2-TZVPD" e_above_lowest_ev=0.096 max_force_ev_per_a=2.63 homo_ev="-11.30 / -11.30" s_squared=6.003 e_tot_ha=-1132.01564 charge=+1 multiplicity=5 mol_weight_g_mol=291.346
O 0.513628 3.697744 -1.769956 -0.6 -0.3 1.1 -0.0005
C -0.275078 4.566644 -1.407964 0.7 0.5 -0.8 -0.0014
O -0.492883 5.704829 -1.814922 -0.6 -0.6 1.2 -0.0003
O -2.308204 3.609498 -0.079346 -0.1 -0.3 1.3 -0.0007
C -1.209411 4.110566 -0.061486 0.3 0.4 -2.6 -0.0037
O -0.701518 4.332512 1.199678 -0.2 -0.2 1.8 0.0039
C 0.658433 4.767579 1.394973 0.4 0.0 -0.4 0.0004
C 0.835813 5.122856 2.847476 0.2 0.6 -0.4 -0.0019
O 0.308989 4.059800 3.631730 -1.1 -0.7 0.0 0.0035
C 0.655833 4.137316 5.009644 0.4 0.2 0.4 0.0027
Nd -2.077364 3.123635 2.985810 0.8 0.6 -1.4 4.0008
H 0.832633 5.652942 0.772051 0.2 -0.3 0.0 0.0002
H 1.310398 3.931060 1.117492 0.0 0.3 -0.1 -0.0007
H 0.317010 6.061000 3.097983 0.1 -0.2 0.0 0.0002
H 1.910110 5.247949 3.051961 -0.3 0.0 0.0 -0.0005
H 0.126259 3.330083 5.526568 0.2 0.1 0.0 -0.0010
H 1.743362 4.011172 5.112990 -0.4 0.0 0.1 0.0000
H 0.354072 5.105541 5.434267 0.1 -0.2 -0.1 -0.0009



17
Properties=species:S:1:pos:R:3:forces:R:3:mulliken_charge:R:1 method="wB97M-V/def2-TZVPD" e_above_lowest_ev=4.163 max_force_ev_per_a=4.82 homo_ev="-7.71 / -7.98" e_tot_ha=-3243.15378 mol_weight_g_mol=197.097
C -3.216855 -0.099473 0.862618 -0.4 1.4 2.4 -0.5537
C -2.056829 -0.681359 0.695028 1.7 -1.3 -3.1 -0.1367
C 1.872225 1.694008 0.204215 -0.3 -0.5 -2.1 -1.0774
C 1.549045 -1.467268 -0.706346 0.9 -0.3 4.0 -0.6915
C 0.063897 0.285716 -0.558150 3.7 3.1 0.3 0.0988
O 0.645164 -0.629409 -1.289782 -1.1 -0.6 -1.2 -0.3080
S -0.464870 0.073478 1.022586 -1.3 0.0 1.8 -0.0461
Br -0.572658 1.645616 -1.659254 -1.1 0.5 -0.6 -0.0871
H -4.146762 -0.621418 0.869370 -0.6 -0.3 -0.9 0.3064
H -3.260901 0.873903 1.406669 0.1 -0.8 -0.5 0.2282
H -1.893127 -1.517615 -0.084730 -0.7 0.7 1.9 0.2412
H 1.125531 2.320887 0.679758 0.3 0.2 -0.1 0.4631
H 2.376250 2.148633 -0.770469 -1.3 -1.1 2.1 0.2654
H 2.588094 1.226831 0.894802 -0.4 0.1 -0.3 0.3329
H 2.538592 -1.014125 -0.623789 0.0 0.2 0.0 0.2844
H 1.558732 -2.300237 -1.270212 0.5 -2.7 -2.4 0.3912
H 1.294472 -1.938168 0.327687 0.0 1.5 -1.4 0.2890